{"formula": "C5H6O", "method": "ωB97M-V/def2-TZVPD", "largest_force_ev_per_a": 0.4, "homo_lumo_gap_ha": 0.345, "relative_energy_kj_mol": 399.7, "elements": ["O", "C", "C", "C", "C", "C", "H", "H", "H", "H", "H", "H"], "xyz": [[1.834075, -0.852856, -0.763447], [1.370304, -1.297203, 0.375321], [0.579512, -0.217558, 1.088934], [-0.855816, -0.308535, 0.509237], [-1.021304, 0.518509, -0.690670], [-1.132092, 1.219786, -1.663689], [1.616638, 0.089602, -0.947250], [-1.070002, -1.354877, 0.259615], [0.977498, 0.799283, 0.934364], [0.557763, -0.421954, 2.162309], [-1.592180, -0.010712, 1.261356], [-1.264396, 1.836517, -2.526079]], "forces_ev_per_angstrom": [[-0.050, 0.011, 0.154], [-0.019, 0.381, -0.155], [0.060, -0.048, 0.097], [-0.124, -0.020, -0.009], [-0.022, 0.235, -0.343], [0.023, -0.254, 0.321], [0.014, -0.116, 0.038], [-0.035, 0.099, 0.031], [-0.015, -0.154, -0.014], [-0.004, -0.034, -0.178], [0.124, 0.022, -0.102], [0.048, -0.122, 0.160]], "mulliken_charge": [-0.24, -0.37, -0.58, -0.46, -0.49, 0.09, 0.30, 0.33, 0.41, 0.28, 0.31, 0.40]}